The following is a DFT calculation (ωB97M-V/def2-TZVPD) of 6 unconnected molecules or ions with the total composition H13NO5 at a distorted geometry.

CARTESIAN COORDINATES (ANGSTROEM)
1 O -0.86559 1.08148 1.51335
2 O 1.94341 1.22199 1.38775
3 O -1.84033 1.06739 -1.08124
4 O 2.06356 0.71437 -1.63974
5 O -0.10780 -2.21487 1.39037
6 N -0.61962 -1.23063 -1.60631
7 H 0.98324 1.27393 1.20883
8 H 2.15081 0.32425 1.65583
9 H 2.44041 0.52158 -0.77464
10 H 0.38806 -2.47701 2.17299
11 H 1.49195 1.48059 -1.54199
12 H -1.24485 1.85177 1.94864
13 H 0.36511 -0.94253 -1.63439
14 H -2.62372 1.08214 -0.52786
15 H -1.54586 0.14132 -1.34063
16 H -1.38641 0.99604 0.69502
17 H -0.13672 -1.25107 1.44372
18 H -0.75817 -1.84296 -0.82117
19 H -0.69746 -1.79781 -2.44852

Computed properties:
* E_HOMO: -0.399 hartree
* energy above the lowest of the compared OMol25 structures with the same formula, charge and spin: 62.83 kJ/mol
* spin multiplicity: 1
* calculated total energy: -11939.224 eV
* frontier orbital gap: 11.213 eV
* charge: 0
* SMILES: N.O.O.O.O.O

---

The following is a DFT calculation (ωB97M-V/def2-TZVPD) of 2 unconnected molecules or ions with the total composition C10H8O2PS2 at a distorted geometry.

CARTESIAN COORDINATES (ANGSTROEM)
1 S 3.30172 1.09420 0.62715
2 S -1.01583 2.73322 1.71315
3 P 0.45937 2.16116 0.58525
4 O 0.85895 2.86930 -0.63188
5 O 0.17290 -0.78834 -0.07969
6 C -0.83117 -0.89483 -0.85368
7 C -1.30457 -2.15670 -1.30267
8 C 1.79792 1.35118 1.43110
9 C 3.92735 0.30773 2.02144
10 C -2.37069 -2.25871 -2.16602
11 C -3.02974 -1.13022 -2.62968
12 C -1.54729 0.23242 -1.32609
13 C -2.60629 0.11911 -2.19162
14 C 1.78769 0.82524 2.69377
15 C 3.01628 0.23605 3.03258
16 H 4.93181 -0.06467 2.01029
17 H -0.79656 -3.04446 -0.94822
18 H -1.21084 1.20402 -0.96526
19 H -3.86110 -1.22056 -3.31819
20 H 0.92254 0.87233 3.32667
21 H -2.70254 -3.24194 -2.48530
22 H 3.22039 -0.21418 3.98774
23 H -3.12031 1.00866 -2.53083

Computed properties:
* E_HOMO: -0.119 hartree
* energy above the lowest of the compared OMol25 structures with the same formula, charge and spin: 10.29 kJ/mol
* spin multiplicity: 1
* calculated total energy: -45555.903 eV
* frontier orbital gap: 5.583 eV
* charge: -1

---

The following is a DFT calculation (ωB97M-V/def2-TZVPD) of a single CH2BrF2P molecule at a distorted geometry.

CARTESIAN COORDINATES (ANGSTROEM)
1 Br 1.16283 1.99828 0.24773
2 P 0.49366 0.18528 1.15374
3 F 0.83220 -1.32882 -0.97341
4 F -1.22669 -1.22976 -0.48781
5 C -0.06413 -0.52751 -0.48580
6 H -0.98493 0.51172 1.61227
7 H -0.21294 0.39080 -1.06673

Computed properties:
* E_HOMO: -0.362 hartree
* energy above the lowest of the compared OMol25 structures with the same formula, charge and spin: 23.90 kJ/mol
* spin multiplicity: 1
* calculated total energy: -85835.055 eV
* frontier orbital gap: 10.145 eV
* charge: 0
* SMILES: FC(F)PBr

---

The following is a DFT calculation (ωB97M-V/def2-TZVPD) of 11 unconnected molecules or ions with the total composition C5H28O11 at a distorted geometry.

CARTESIAN COORDINATES (ANGSTROEM)
1 O 0.84770 -1.42678 3.45806
2 O 1.17830 1.41243 -3.94375
3 O 3.43776 0.90647 1.49694
4 O -1.06430 2.79619 -2.85007
5 O -1.78868 -1.51396 3.25504
6 O -2.47087 -2.76576 -1.70653
7 O -1.32030 -3.24506 0.58337
8 O -1.92102 2.63105 1.43303
9 O -2.68107 0.88205 -1.18334
10 O 1.93571 2.61128 0.05135
11 O 0.22720 0.79981 2.68304
12 C 0.60951 -0.88133 -1.24102
13 C 2.69060 -2.27500 -0.76843
14 C -1.52706 0.30013 -1.54485
15 C -0.35922 0.16436 -0.92743
16 C 1.61427 -1.22882 -0.41653
17 H 4.18045 0.54390 0.99762
18 H 0.93309 -0.75982 2.70844
19 H 3.10138 -2.17620 -1.81684
20 H -0.96244 -2.44693 0.16165
21 H 0.43190 -2.05587 2.83977
22 H -1.00366 -1.14357 3.66394
23 H 0.73989 0.90989 3.49054
24 H -0.14363 0.65825 -0.00191
25 H 2.16104 -3.21592 -1.00185
26 H 2.02703 1.88091 -3.86318
27 H 0.32011 -1.39954 -2.16615
28 H -2.90923 -3.26809 -1.02131
29 H 1.50874 0.67708 -3.36766
30 H 2.84047 2.85600 -0.24043
31 H -0.34801 2.30697 -3.29594
32 H -1.87711 -0.10426 -2.52334
33 H 3.81799 1.62037 2.02391
34 H -1.68643 2.85257 2.34165
35 H 1.71546 -0.95548 0.62322
36 H 3.52252 -2.21579 -0.11129
37 H -2.52999 1.63809 -0.57669
38 H -1.99726 -1.01718 2.46042
39 H -2.10952 -1.90061 -1.48925
40 H -1.14642 2.31654 -2.01622
41 H 2.42120 1.84979 0.45878
42 H 0.23450 1.51576 2.04623
43 H -1.64662 -2.91145 1.42325
44 H -1.14891 2.89869 0.91365

Computed properties:
* E_HOMO: -0.315 hartree
* energy above the lowest of the compared OMol25 structures with the same formula, charge and spin: 247.70 kJ/mol
* spin multiplicity: 1
* calculated total energy: -28158.624 eV
* frontier orbital gap: 7.982 eV
* charge: 0
* SMILES: C/C=C/C=C/O.O.O.O.O.O.O.O.O.O.O

---

The following is a DFT calculation (ωB97M-V/def2-TZVPD) of 4 unconnected molecules or ions with the total composition C3H14O4 at a distorted geometry.

CARTESIAN COORDINATES (ANGSTROEM)
1 O 0.02340 -0.85833 -0.94593
2 O -3.81173 0.89982 0.60919
3 O -2.34621 -1.48280 0.44378
4 O -1.45353 1.64648 -1.39096
5 C 3.19495 0.44045 0.68726
6 C 0.88075 -0.53028 0.27111
7 C 2.26096 -0.21112 -0.39432
8 H -2.06270 -2.11671 1.12926
9 H 3.32988 -0.19428 1.56748
10 H -2.15726 1.80368 -0.69553
11 H 4.16971 0.79226 0.32349
12 H -1.74770 0.75264 -1.68972
13 H -0.16207 -0.00935 -1.46740
14 H 2.74716 1.40283 0.88951
15 H 2.77180 -1.22834 -0.58290
16 H -4.37743 0.65521 -0.13393
17 H 0.70734 0.35851 0.88120
18 H -1.51957 -1.06955 0.16373
19 H -3.31751 0.08150 0.68644
20 H 2.12412 0.24445 -1.36282
21 H 0.74564 -1.37708 1.01108

Computed properties:
* E_HOMO: -0.391 hartree
* energy above the lowest of the compared OMol25 structures with the same formula, charge and spin: 139.46 kJ/mol
* spin multiplicity: 1
* calculated total energy: -11527.163 eV
* frontier orbital gap: 11.233 eV
* charge: 0
* SMILES: CCCO.O.O.O

---

The following is a DFT calculation (ωB97M-V/def2-TZVPD) of a single C4H6O molecule at a distorted geometry.

CARTESIAN COORDINATES (ANGSTROEM)
1 O -0.92692 1.48701 0.87826
2 C -0.64945 0.53945 -0.13377
3 C 0.71936 0.42458 -0.58373
4 C -0.58971 -0.99151 0.25687
5 C 1.81468 -0.07020 -0.80166
6 H -0.72131 -1.07301 1.33105
7 H -0.18500 1.52077 1.49627
8 H -1.26220 -1.57976 -0.36253
9 H 2.72764 0.26857 -1.19474
10 H 0.45002 -1.30609 0.03632
11 H -1.37710 0.78019 -0.92234

Computed properties:
* E_HOMO: -0.346 hartree
* energy above the lowest of the compared OMol25 structures with the same formula, charge and spin: 290.14 kJ/mol
* spin multiplicity: 1
* calculated total energy: -6288.911 eV
* frontier orbital gap: 10.265 eV
* charge: 0
* SMILES: C#C[C@@H](C)O